(1)
Molecular formula: C28H56O17
Method: DFT, ωB97M-V with the def2-TZVPD basis set

Summary:
HOMO-LUMO gap (spin up / spin down) in Eh: 0.3528 / 0.1225
E_tot in Eh: -2379.11550
Multiplicity: 2
Charge: +1
LUMO (spin up / spin down) in eV: -2.45 / -8.71
Max |F| in hartree/bohr: 0.1027

Structure (XYZ):
```
101
Properties=species:S:1:pos:R:3:forces:R:3:mulliken_charge:R:1
C 6.83324 1.97013 -0.03763 -1.3199 -0.1061 1.1751 -1.06
C 5.71654 2.16742 1.07905 0.9923 0.1260 -2.7425 -0.25
O 5.10245 0.88674 1.36490 0.4399 0.0132 0.5378 -0.36
C 4.00325 0.43155 0.78667 -1.6962 2.3199 -1.0022 0.81
O 3.23718 1.08410 0.05458 1.4860 -1.6123 1.1890 -0.62
O 3.79409 -0.80934 1.21858 0.2364 -0.2527 0.4248 -0.35
C 2.63572 -1.50678 0.82110 -0.8768 -0.6879 -0.6409 -0.28
H 6.35527 1.61123 -0.94914 -0.0406 -0.0359 0.0141 0.29
H 7.57318 1.23442 0.27752 0.1618 0.3038 -0.0148 0.30
H 7.23818 2.95932 -0.25124 0.3438 -0.1708 0.0862 0.38
H 5.04926 2.88343 0.59930 -0.6619 -0.3173 0.4398 0.26
H 6.15214 2.65457 1.95142 -0.3271 -0.7883 0.3536 0.35
H 1.67573 -1.07438 1.10315 0.2414 0.7932 0.0888 -0.03
H 2.57493 -2.49191 1.28361 0.7822 0.1114 0.2464 0.30
H 2.62522 -1.67772 -0.25537 0.1187 0.1927 -0.1185 0.37
C -0.37980 0.80801 2.40812 0.8083 -0.2032 0.0629 -0.43
C 0.74169 1.30522 3.33944 -0.0936 0.3190 -0.3905 -0.31
O 0.67363 0.55245 4.55405 -0.1815 0.0611 0.2667 -0.14
C 1.10946 1.02302 5.73070 1.5231 2.7579 0.9449 0.56
O 1.62395 2.16617 5.95208 -2.2119 -4.7499 -0.6696 -0.60
O 0.90892 -0.02392 6.59496 0.0997 1.3527 -1.9364 -0.22
C 0.99482 0.15133 7.98466 0.3974 -0.6465 0.6807 -0.71
H -0.17794 -0.23649 2.17066 -0.2929 -0.2812 0.3410 -0.26
H -0.30846 1.28356 1.42993 0.0363 0.5055 0.1493 0.25
H -1.38411 0.93177 2.81326 0.1459 -0.0229 0.0795 0.44
H 0.69027 2.38150 3.50409 -0.1683 -0.0728 0.3534 0.43
H 1.71629 1.11713 2.88903 0.0409 -0.0721 -0.0898 0.04
H 1.88326 0.71656 8.26622 -0.4093 0.4126 0.0745 0.36
H 1.13746 -0.86256 8.35853 0.0572 -0.0005 0.0897 0.21
H 0.03338 0.47587 8.38266 0.2752 0.5730 0.0463 0.32
C -3.32389 4.04870 -1.71673 0.7011 1.3705 -1.1183 -0.95
C -2.91426 5.36524 -0.93030 -1.3825 -0.2758 -0.2975 -0.35
O -3.80250 6.45502 -1.44267 -0.2781 -2.4731 -1.5510 -0.27
C -3.76822 7.68824 -1.02452 0.6165 1.6453 2.3106 0.75
O -3.05862 8.00783 -0.08827 -0.2992 0.5802 -0.5908 -0.58
O -4.64494 8.50266 -1.66469 -0.0242 -1.4427 -0.2815 -0.33
C -4.76497 9.89756 -1.24415 1.5594 -1.3125 0.2667 -0.57
H -2.70442 3.18389 -1.47911 -0.2020 0.0276 0.7614 0.10
H -3.12322 4.14283 -2.78396 0.4818 0.6147 -0.2026 0.38
H -4.38419 3.81753 -1.81883 -0.0911 0.0758 1.1719 0.38
H -1.86278 5.64608 -0.99033 -0.1210 0.0538 -0.6334 0.33
H -3.06526 5.19062 0.13498 -0.4795 0.3758 0.0166 0.30
H -5.08293 9.91160 -0.20165 -0.2624 0.2509 -0.2077 0.28
H -5.41653 10.39898 -1.95978 0.0585 -0.2597 0.2662 0.21
H -3.72944 10.23379 -1.29631 -0.2600 0.7531 0.0873 0.30
C -0.24830 -3.56212 6.81213 0.4387 -0.6397 -1.4591 -1.11
C 0.09211 -4.00953 5.34390 1.8536 1.3687 0.8963 -0.19
O -0.90566 -3.59917 4.45042 -2.6267 -0.0184 -0.8526 -0.31
C -0.78818 -3.53303 3.12057 -2.8473 0.7443 2.0752 0.75
O 0.10605 -3.88122 2.45018 2.3628 -0.6518 -1.6576 -0.50
O -1.96373 -2.99408 2.65641 0.6650 -0.0794 0.1140 -0.40
C -2.02980 -2.66302 1.23845 0.7043 -0.5804 1.7508 -0.07
H -0.36243 -2.47871 6.84824 -0.5134 -0.1599 0.0048 0.20
H 0.59702 -3.79345 7.46022 0.1566 -0.1644 -0.1751 0.39
H -1.08404 -4.16147 7.17324 -0.2345 0.4946 0.0583 0.36
H 0.37291 -5.06239 5.31681 -0.4340 -0.0819 -0.3600 0.30
H 0.91112 -3.40322 4.95697 0.8972 -0.4102 0.6662 0.27
H -2.13400 -3.59392 0.68108 -0.3678 0.2204 -0.2564 0.09
H -1.07454 -2.20597 0.98020 -0.0897 0.2575 -0.3111 -0.08
H -2.86934 -1.96785 1.23395 0.0622 -0.1995 -0.5901 0.34
C 0.88953 -6.45638 -1.42526 -1.3510 0.8555 0.2285 -1.26
C -0.12235 -5.41772 -0.68717 2.3017 -0.9567 -1.1575 0.33
O -1.50559 -5.68605 -0.81773 -1.3566 -0.6809 0.0520 -0.28
C -2.17145 -5.77798 -1.99186 0.4931 0.0763 -0.4869 0.80
O -1.64173 -5.56843 -3.08668 -1.9954 -0.4427 2.4397 -0.58
O -3.50402 -6.11594 -1.76853 1.5974 0.1616 -1.2322 -0.33
C -4.07801 -6.29965 -0.46315 0.7527 0.6895 1.0950 -0.49
H 0.91949 -7.45662 -0.99313 -0.4211 0.0988 0.0491 0.33
H 1.93063 -6.13893 -1.48385 -0.1072 0.5751 0.5499 0.37
H 0.58557 -6.48597 -2.47160 -0.1961 -0.3388 0.0886 0.36
H 0.09929 -4.44545 -1.12722 -0.0875 0.2317 -0.0110 -0.24
H 0.04180 -5.36157 0.38893 0.0249 -0.0573 -0.1718 0.27
H -3.52541 -6.97236 0.19274 0.2624 -0.1990 -0.4384 0.25
H -5.11227 -6.64344 -0.47776 0.2076 -0.0019 -0.9124 0.31
H -4.07111 -5.34090 0.05536 -0.0807 0.1311 -0.0124 0.16
C 0.27245 -0.37124 -1.85610 2.3525 -1.5166 0.4932 0.64
C -0.74139 0.62806 -1.68514 -3.1972 1.7068 0.3135 -0.16
C -2.01934 -0.12500 -2.01984 0.2341 1.0343 -0.7759 -0.26
O -1.59387 -0.94197 -3.15389 -0.6944 -0.4227 0.6324 -0.07
C -0.22521 -1.29004 -3.00368 0.9441 2.2759 1.5187 0.47
H 0.41717 -1.00391 -0.98037 -0.1364 0.1167 0.2583 -0.74
H 1.20056 0.19032 -1.96263 0.4298 -0.7294 -0.6750 0.50
H -0.66851 1.45107 -2.39609 0.2756 0.0428 -0.0476 0.30
H -0.91668 1.06638 -0.70267 0.5504 -0.0863 0.1212 -0.01
H -2.86842 0.50308 -2.28946 -0.0896 -0.3830 -0.4943 0.42
H -2.33972 -0.74178 -1.18018 0.0961 -0.8292 -0.0779 0.05
H 0.33245 -1.04285 -3.90702 -0.3803 -0.5067 -0.6510 -0.30
H -0.16214 -2.32500 -2.66758 -0.2550 -0.6114 -0.7366 0.13
C 1.32707 2.53040 -6.81102 1.1264 -0.8969 -0.8669 -0.64
C 1.76909 1.09315 -7.14782 -0.7563 -0.6103 0.1073 -0.79
C 1.78330 0.43816 -5.74963 0.4645 -0.0912 -0.7058 -0.39
O 1.21778 1.34745 -4.81126 -0.6987 0.3638 -0.0874 -0.27
C 0.49457 2.39753 -5.54157 1.6090 -0.3240 -0.0706 -0.40
H 0.93786 3.06814 -7.67557 -0.3429 -0.0294 0.2847 0.40
H 2.29531 2.96417 -6.56112 -0.3038 0.7648 0.3539 0.23
H 2.72789 0.93658 -7.64208 0.1200 0.6536 0.1222 0.36
H 1.07056 0.58855 -7.81531 -0.3259 -0.0079 0.1697 0.30
H 2.80182 0.19080 -5.45043 0.0294 0.2008 0.2509 0.31
H 1.25614 -0.51366 -5.81485 -0.4401 -0.1586 0.3053 0.28
H 0.64116 3.34820 -5.02890 -0.5529 -0.2770 0.5658 0.28
H -0.54649 2.08697 -5.63023 -0.0536 0.2735 -0.3298 0.32
```
Positions in Å, forces in eV/Å.

(2)
Molecular formula: C4H4DyO2
Method: DFT, ωB97M-V with the def2-TZVPD basis set

Summary:
HOMO-LUMO gap (spin up / spin down) in Eh: 0.2351 / 0.1304
E_tot in Eh: -1188.11223
Multiplicity: 7
Charge: +4
LUMO (spin up / spin down) in eV: -17.22 / -21.82
Energy relative to the best compared isomer or geometry (same formula, charge and spin) in kcal/mol: 68.1
Max |F| in hartree/bohr: 0.0655

Structure (XYZ):
```
11
Properties=species:S:1:pos:R:3:forces:R:3:mulliken_charge:R:1
H -0.00526 -3.71455 -2.25605 -0.2910 -0.4863 -0.4307 0.55
O 0.58427 -1.76264 -3.07120 0.9063 1.1931 0.5088 -0.01
C 1.03412 -1.01775 -2.35897 -1.4066 -1.8397 -0.7279 0.56
C 1.37902 -0.28768 -1.14989 0.3908 1.2459 0.0380 -0.31
C 2.41280 -1.01424 -0.33501 0.3898 0.8069 -1.5684 -0.31
C 2.16693 -1.64677 0.77779 -0.5553 -2.2851 2.4143 0.65
O 1.98216 -2.33298 1.70853 0.2785 1.3632 -1.0952 -0.25
Dy 1.82442 -3.34668 4.19118 0.0728 -0.3125 0.8467 1.89
H 0.42285 -0.11881 -0.62564 -0.0322 0.0481 -0.2074 0.42
H 1.74276 0.69619 -1.49576 0.0816 0.1562 0.2079 0.36
H 3.46430 -1.01782 -0.64066 0.1655 0.1102 0.0140 0.45
```
Positions in Å, forces in eV/Å.